A cluster of 20 separate species, C22H83N2O25S3 in total, computed with ωB97M-V with the def2-TZVPD basis set.

The geometry in XYZ format:
```
135
Properties=species:S:1:pos:R:3:mulliken_charge:R:1
C 2.74865 -4.20345 0.73016 -0.878
S 2.62645 -2.30958 0.80354 0.644
O 3.87624 -1.76675 0.04301 -0.571
O 2.63781 -1.75603 2.24996 -0.462
S 0.85635 -1.77193 -0.28821 0.954
O 0.31239 -3.06401 -0.94372 -0.587
O 1.37753 -0.81877 -1.43060 -0.529
N -0.34767 -0.98260 0.69987 -0.388
S -1.94346 -1.05716 -0.01148 0.778
O -1.96818 -1.15038 -1.55602 -0.509
O -2.63487 0.31709 0.34468 -0.679
C -3.05981 -2.36861 0.81627 -0.276
C -2.47795 -3.89441 0.67707 0.038
N -2.31339 -4.63073 1.85257 -0.480
H 3.86315 -4.52611 0.90932 0.404
H 2.39392 -4.57041 -0.32431 0.342
H 1.99023 -4.60272 1.52726 0.305
H -4.17875 -2.27986 0.41316 0.148
H -3.09959 -2.03759 1.95898 0.242
H -2.23990 -4.37065 -0.38118 0.283
H -2.60468 -4.05562 2.67925 0.186
C 2.47027 -2.55591 -4.82838 -0.414
O 1.45115 -3.32605 -4.21787 -0.547
H 2.76177 -3.03275 -5.76711 0.252
H 2.09473 -1.55059 -5.03415 0.172
H 3.33639 -2.50411 -4.16417 0.206
H 1.21319 -2.87873 -3.38793 0.301
C -3.00701 0.69618 -4.95240 -0.412
O -2.93084 -0.61986 -4.43598 -0.511
H -3.77290 0.72855 -5.73083 0.277
H -3.27601 1.38818 -4.15064 0.180
H -2.04206 0.97644 -5.38176 0.184
H -2.24366 -0.61762 -3.74800 0.315
C 7.05508 0.36385 -0.85922 -0.476
O 6.02877 0.89141 -0.03897 -0.537
H 7.91227 1.04078 -0.83522 0.162
H 7.35687 -0.61620 -0.48177 0.241
H 6.69241 0.27489 -1.88615 0.297
H 5.28210 0.26986 -0.08009 0.304
C 0.43553 2.23180 -3.59863 -0.263
O -0.74899 3.00576 -3.64681 -0.575
H 0.94297 2.29850 -4.56385 0.047
H 1.09305 2.61862 -2.81628 0.255
H 0.18220 1.18875 -3.39390 0.194
H -1.17726 2.92732 -2.77735 0.326
C -6.77099 -0.81065 1.11918 -0.634
O -6.38140 -2.09333 1.57459 -0.496
H -6.18381 -0.05372 1.64441 0.201
H -6.58519 -0.73233 0.04523 0.349
H -7.83219 -0.65552 1.32854 0.308
H -6.91892 -2.74370 1.09124 0.284
C 3.97557 1.21827 3.76575 -0.348
O 4.36516 -0.06441 4.22115 -0.535
H 4.56276 1.97519 4.29097 0.255
H 4.16138 1.29658 2.69179 0.126
H 2.91438 1.37339 3.97511 0.176
H 3.82764 -0.71478 3.73780 0.338
C 1.60165 5.71941 -3.48715 -0.610
O 0.57533 6.24696 -2.66690 -0.444
H 2.45884 6.39634 -3.46316 0.358
H 1.90343 4.73935 -3.10970 0.226
H 1.23898 5.63044 -4.51408 0.228
H -0.17134 5.62542 -2.70803 0.262
C 3.06227 2.73000 -6.88042 -0.544
O 3.27441 1.34912 -6.65103 -0.486
H 3.31569 3.28382 -5.97342 0.155
H 3.70114 3.06641 -7.70061 0.325
H 2.01201 2.90192 -7.12826 0.247
H 3.04137 0.88380 -7.47243 0.291
C -7.43773 0.03000 4.96306 -0.342
O -7.22559 -1.35088 5.19245 -0.546
H -7.18431 0.58382 5.87005 0.230
H -6.79886 0.36641 4.14287 0.161
H -8.48799 0.20192 4.71522 0.181
H -7.45863 -1.81620 4.37105 0.299
C 1.34414 -0.49834 5.67757 -0.626
O 0.62024 -1.46866 4.94348 -0.435
H 1.24756 -0.71479 6.74406 0.265
H 2.39872 -0.53765 5.39408 0.298
H 0.93700 0.49446 5.47113 0.255
H 0.72438 -1.25081 4.00155 0.255
C -1.17627 8.77534 -0.31806 -0.564
O -0.36969 9.39126 -1.30523 -0.526
H -2.02581 9.42570 -0.09693 0.255
H -1.54225 7.81595 -0.69179 0.198
H -0.58929 8.62445 0.59118 0.268
H 0.37534 8.79151 -1.48064 0.254
C 10.34414 -0.54891 -1.68259 -0.547
O 9.62024 -1.51923 -2.41667 -0.493
H 10.24756 -0.76537 -0.61609 0.233
H 11.39872 -0.58822 -1.96607 0.300
H 9.93700 0.44389 -1.88902 0.226
H 9.72438 -1.30139 -3.35860 0.289
C 0.73251 11.90278 -3.65983 -0.462
O 0.44034 11.86678 -2.27499 -0.512
H 1.14936 12.88126 -3.90962 0.256
H 1.46287 11.12610 -3.89938 0.166
H -0.18534 11.74355 -4.23099 0.214
H 0.07230 10.98739 -2.08327 0.436
C 2.71063 -8.00002 1.66220 -0.339
O 2.71732 -7.27629 0.44540 -0.432
H 2.71050 -7.29367 2.49566 0.211
H 1.81264 -8.62055 1.71320 -0.036
H 3.60366 -8.62717 1.71903 0.353
H 2.71728 -7.92897 -0.27539 0.254
C -0.09474 8.84757 -5.72581 -0.545
O -0.34082 10.13576 -6.25915 -0.526
H 0.87900 8.84825 -5.23043 0.136
H -0.87112 8.59908 -4.99812 0.298
H -0.08933 8.11249 -6.53430 0.345
H -1.21095 10.10445 -6.69208 0.298
C 0.20526 -11.03351 0.64716 -0.577
O -0.04082 -9.74532 0.11382 -0.471
H 1.17900 -11.03283 1.14254 0.226
H -0.57112 -11.28200 1.37485 0.273
H 0.21067 -11.76859 -0.16133 0.296
H -0.91095 -9.77663 -0.31911 0.282
C -2.08053 -1.93625 7.05302 -0.455
O -2.96196 -2.85467 6.43331 -0.519
H -1.20350 -2.47624 7.41745 0.186
H -1.76620 -1.18394 6.32551 0.187
H -2.58584 -1.45614 7.89456 0.308
H -3.72994 -2.34702 6.12023 0.290
C -0.88937 -8.35535 3.86970 -0.585
O -0.88268 -7.63162 2.65289 -0.388
H -0.88950 -7.64900 4.70315 0.246
H -1.78736 -8.97588 3.92070 0.255
H 0.00366 -8.98250 3.92652 0.238
H -0.88272 -8.28430 1.93210 0.209
C -10.00693 1.95827 6.74554 -0.573
O -9.53487 2.13939 5.42311 -0.475
H -10.16631 0.89211 6.92294 0.230
H -9.26505 2.33625 7.45320 0.273
H -10.95208 2.49182 6.87222 0.286
H -9.40273 3.09420 5.29503 0.277
```

Charge: -1
DFT total energy (eV): -110819.57846
Relative energy (zero: lowest compared OMol25 entry of this formula, charge and spin) (kJ/mol): 610.77


A structure of composition C22H9AlCl7NO3S, computed with ωB97M-V with the def2-TZVPD basis set.

The geometry in XYZ format:
```
44
Properties=species:S:1:pos:R:3:mulliken_charge:R:1
Al -1.02779 0.28532 -0.42604 0.294
Cl -0.00078 -4.15778 -1.88521 -0.207
C -0.14570 -3.56146 -0.27889 0.473
C 0.19372 -4.40301 0.80295 -0.592
C 0.13651 -3.95553 2.08993 0.873
Cl 0.59924 -5.00201 3.39397 -0.247
C -0.26555 -2.62596 2.37372 -0.345
C -0.31130 -2.02793 3.64728 -0.756
C -0.64225 -0.70300 3.76693 -0.996
C -0.94529 0.03949 2.61916 -0.344
N -0.94780 -0.50255 1.41940 0.194
C -0.60257 -1.81459 1.27967 0.711
C -0.54580 -2.26344 -0.06912 0.005
O -0.83572 -1.38687 -1.01290 -0.547
H 0.52509 -5.41067 0.59292 0.478
H -0.06919 -2.61928 4.52034 0.497
H -0.66871 -0.21871 4.73208 0.431
H -1.18121 1.09327 2.67690 0.692
Cl -3.58955 1.66746 1.41951 -0.276
C -3.71648 1.70508 -0.31706 0.867
C -2.68924 1.15890 -1.07112 -1.088
C -2.84034 1.23333 -2.45399 0.887
Cl -1.57063 0.57901 -3.44432 -0.205
C -3.94958 1.80447 -3.06697 -0.380
Cl -4.07821 1.86217 -4.77907 -0.183
C -4.96364 2.33203 -2.26903 0.608
Cl -6.34856 3.03752 -2.99529 -0.174
C -4.84949 2.28523 -0.88140 -0.282
Cl -6.09733 2.93384 0.10639 -0.177
O 3.92056 -3.54247 2.86515 -0.486
C 3.94109 -3.28120 1.53760 0.513
O 4.47289 -4.04952 0.78836 -0.563
C 3.25883 -2.02847 1.08104 0.518
C 2.93578 -1.93649 -0.26995 -0.777
C 2.23452 -0.84649 -0.75081 -0.484
C 1.83612 0.17435 0.11170 0.234
S 0.82322 1.52341 -0.48587 -0.421
C 2.23340 0.12224 1.44566 -0.518
C 2.93165 -0.97407 1.92861 -0.559
H 3.35077 -2.91439 3.32438 0.310
H 3.22048 -2.74798 -0.92611 0.520
H 1.95412 -0.79742 -1.79436 0.465
H 1.97819 0.93960 2.10804 0.536
H 3.22955 -0.97190 2.97202 0.501
```

DFT total energy (eV): -135687.80519
Relative energy (zero: lowest compared OMol25 entry of this formula, charge and spin) (kJ/mol): 0.00


no.,LUMO (eV),Kohn-Sham gap (eV)
1,1.776,8.76
2,-1.274,7.46